No. 1
C3H7NOS | ωB97M-V with the def2-TZVPD basis set

Structure (XYZ):
```
13
Properties=species:S:1:pos:R:3:forces:R:3
C 0.916 -1.537 -2.489 1.46 0.10 -2.17
N 0.704 -1.210 -1.311 1.44 -0.13 1.19
O -0.581 -1.002 -1.023 -1.75 0.44 0.49
C -0.690 -0.441 0.272 -1.53 -0.28 0.14
S -0.116 1.283 0.205 -0.27 0.02 0.50
C -0.179 1.783 1.961 0.74 0.79 0.22
H 1.983 -1.636 -2.755 -0.68 -0.23 0.18
H 0.191 -1.545 -3.304 -0.23 -0.18 0.34
H -0.126 -1.019 0.987 0.49 -0.12 0.19
H -1.774 -0.578 0.535 0.93 0.53 -0.29
H 0.553 2.620 1.997 -0.35 -0.47 -0.03
H 0.256 1.015 2.653 -0.85 0.55 -0.61
H -1.138 2.267 2.273 0.59 -1.03 -0.15
```
Forces are in eV/Å.

Values from the calculation:
* M: 105.16 g mol⁻¹
* spin multiplicity: 1
* LUMO: 1.0 eV
* HOMO: -8.661 eV

***

No. 2
C3H7NOS | ωB97M-V with the def2-TZVPD basis set

Structure (XYZ):
```
13
Properties=species:S:1:pos:R:3:forces:R:3
C 2.032 -0.180 0.896 0.19 -0.46 -0.80
C 0.867 0.456 0.825 -0.56 0.57 -4.90
C 0.244 0.792 -0.411 -1.44 1.43 4.29
N -1.943 -1.566 0.111 2.44 -0.25 -3.33
O -0.907 -1.561 -0.740 -2.00 -0.77 2.03
S -1.305 1.634 -0.591 0.65 -1.03 3.37
H 2.285 -0.411 1.847 1.34 -0.68 2.95
H 2.677 -0.614 0.161 -0.23 0.15 -0.81
H 0.403 0.814 1.632 -1.57 1.01 3.56
H 0.765 0.441 -1.175 1.52 -1.16 -3.95
H -2.669 -0.998 -0.247 -1.06 0.55 0.10
H -1.777 -1.626 1.082 0.45 -0.10 1.10
H -1.080 1.825 -1.790 0.26 0.75 -3.61
```
Forces are in eV/Å.

Values from the calculation:
* M: 105.16 g mol⁻¹
* spin multiplicity: 3
* LUMO (spin up / spin down): 0.7 / -0.4 eV
* HOMO (spin up / spin down): -6.921 / -9.452 eV
* expectation value of S²: 2.031

***

No. 3
C3H7NOS2 | ωB97M-V with the def2-TZVPD basis set

Structure (XYZ):
```
14
Properties=species:S:1:pos:R:3:forces:R:3
C 1.426 -0.467 0.511 -3.65 0.04 1.78
C 0.488 -0.067 -0.672 0.32 0.52 1.55
C -0.766 -0.848 -0.534 -3.36 1.88 1.17
O -1.139 -1.935 -0.756 0.97 -0.77 -0.36
N -2.025 0.117 0.169 1.90 -2.93 -0.90
S -2.132 1.719 -0.410 -0.56 -0.55 0.48
S -3.492 -0.857 0.437 1.30 1.27 -3.17
H 2.303 0.074 0.628 1.59 1.07 -0.31
H 1.573 -1.466 0.263 1.07 -1.94 0.17
H 0.906 -0.467 1.541 0.57 0.16 -1.64
H 1.098 -0.398 -1.510 -0.68 0.58 -0.66
H 0.129 0.978 -0.594 0.96 -0.42 -0.66
H -2.298 2.024 0.862 -0.08 1.40 0.31
H -3.682 -0.944 -1.005 -0.34 -0.30 2.24
```
Forces are in eV/Å.

Values from the calculation:
* M: 137.23 g mol⁻¹
* spin multiplicity: 1
* LUMO: 0.5 eV
* HOMO: -8.797 eV

***

No. 4
C3H7NOS2 | ωB97M-V with the def2-TZVPD basis set

Structure (XYZ):
```
14
Properties=species:S:1:pos:R:3:forces:R:3
N -0.498 0.684 -1.112 -3.09 1.40 -0.24
C -0.747 -0.358 -0.143 1.39 -0.41 -0.74
C -1.928 -0.172 0.715 -1.81 3.30 1.41
O -2.762 0.739 0.590 1.70 -2.52 -0.10
C 0.458 -0.465 0.781 1.31 0.30 0.58
S 2.009 -0.966 -0.106 0.32 1.03 0.24
S 3.312 0.716 0.002 -0.92 -0.89 -0.31
H 0.132 0.453 -1.828 1.31 -0.84 -0.65
H -1.377 0.915 -1.656 1.12 -0.23 1.26
H -0.813 -1.332 -0.602 -0.39 -0.81 -0.33
H -1.854 -0.718 1.699 -0.49 -0.18 -0.78
H 0.406 -1.201 1.586 -0.55 -0.15 -0.27
H 0.639 0.487 1.293 0.08 0.01 -0.32
H 3.024 1.218 -1.219 0.02 0.00 0.25
```
Forces are in eV/Å.

Values from the calculation:
* M: 137.23 g mol⁻¹
* spin multiplicity: 1
* LUMO: 0.2 eV
* HOMO: -9.429 eV

***

No. 5
C3H7NOS2 | ωB97M-V with the def2-TZVPD basis set

Structure (XYZ):
```
14
Properties=species:S:1:pos:R:3:forces:R:3
O 0.087 2.946 -1.986 0.52 0.62 -0.36
C -0.130 1.832 -1.605 -0.10 -1.42 2.07
N 0.676 1.186 -0.609 -2.41 -0.57 -2.67
C 0.496 -0.298 -0.158 1.54 3.00 -0.58
C -0.718 -0.150 0.740 -1.15 -1.60 0.16
S -1.046 -1.568 2.000 0.07 0.79 -1.09
S -0.227 -3.285 1.195 -0.24 0.38 0.03
H -1.100 1.344 -1.904 0.91 -0.38 0.22
H 1.440 1.797 -0.422 0.95 -0.23 0.56
H 0.444 -0.936 -1.098 -0.17 0.57 1.60
H 1.458 -0.446 0.416 -1.23 -0.50 -0.62
H -1.620 0.120 0.146 0.40 -0.93 0.20
H -0.659 0.713 1.373 0.72 0.30 0.53
H 0.901 -3.254 1.910 0.19 -0.04 -0.04
```
Forces are in eV/Å.

Values from the calculation:
* M: 137.23 g mol⁻¹
* spin multiplicity: 1
* LUMO: 0.3 eV
* HOMO: -9.233 eV

***

No. 6
C3H7NOSi | ωB97M-V with the def2-TZVPD basis set

Structure (XYZ):
```
13
Properties=species:S:1:pos:R:3:forces:R:3
C 0.523 -1.272 0.812 1.43 1.07 1.01
Si -0.222 0.344 0.205 0.07 0.00 0.12
C -1.978 0.194 -0.458 2.36 2.79 -0.05
O 0.742 0.815 -1.166 5.45 0.41 1.10
C 2.220 0.973 -0.929 -7.73 -0.87 -1.04
N 3.342 1.084 -0.790 1.70 0.19 0.23
H 0.513 -1.985 -0.042 0.02 0.13 0.99
H 1.563 -0.841 0.918 -0.40 -0.76 -0.46
H 0.425 -1.662 1.882 -0.66 0.24 -1.77
H -0.018 1.550 1.186 -0.43 -1.19 -0.73
H -2.546 0.081 0.389 -1.61 -0.24 2.30
H -2.215 1.184 -0.852 -0.14 0.19 0.02
H -2.349 -0.465 -1.153 -0.07 -1.97 -1.71
```
Forces are in eV/Å.

Values from the calculation:
* M: 101.18 g mol⁻¹
* spin multiplicity: 1
* LUMO: 0.6 eV
* HOMO: -11.116 eV

***

E_tot? In order: -17594.63175, -17591.75608, -28429.99772, -28431.74738, -28431.81569, -14638.84869 eV.
Energy above the lowest of the compared OMol25 structures with the same formula, charge and spin? In order: 3.2975, 1.9440, 3.2443, 1.4946, 1.4263, 0.8035 eV.
F_max? In order: 2.62, 4.97, 4.06, 4.02, 3.65, 7.85 eV/A.